(1)
# C3H7BrN3

A cluster of 2 separate species, C3H7BrN3 in total (ωB97M-V/def2-TZVPD, OMol25).

```
14
Properties=species:S:1:pos:R:3:forces:R:3:lowdin_charge:R:1
C -1.6142 0.9110 -0.4647 -0.6 -1.0 -0.2 -0.048
C -0.1009 2.2546 0.2265 2.1 2.0 -1.1 -0.197
C -0.2785 -1.1944 -0.6640 -1.6 -3.6 0.0 -0.001
N -1.3983 2.0632 -0.0636 -3.7 2.6 -0.2 0.126
N -0.3794 0.2152 -0.5037 2.0 3.0 1.8 -0.056
N 0.5745 1.0639 -0.1539 -1.8 -2.7 -0.3 0.144
Br 3.3495 -0.3127 -0.0638 -1.1 1.6 -0.2 0.282
H -2.5901 0.4862 -0.6938 0.4 -0.2 -0.1 0.168
H 0.3807 3.3205 -0.0617 -0.9 -2.5 0.1 0.238
H -0.1333 2.3872 1.3052 0.7 -0.4 0.9 0.189
H -0.8705 -1.4993 -1.6068 1.2 0.5 1.4 0.148
H 0.7222 -1.5744 -0.6021 0.8 0.4 -0.7 0.042
H -0.7438 -1.8912 0.2110 0.4 2.4 -1.6 0.185
H 2.3409 0.8629 -0.1756 2.0 -2.1 0.2 -0.220
```
Forces are in eV/Å.

The value obtained for the energy is -2856.4019 Eh. The net charge is +1. The calculation puts the max |F| at 4.49 eV/Å. Its frontier orbital gap is 6.70 eV. The calculation puts the energy above the lowest of the compared OMol25 structures with the same formula, charge and spin at 330.8 kJ/mol. The LUMO energy comes out at -7.10 eV. Its HOMO energy is -13.80 eV.

***

(2)
# C57H133BNO36

A cluster of 15 separate species, C57H133BNO36 in total (ωB97M-V/def2-TZVPD, OMol25).

```
228
Properties=species:S:1:pos:R:3:forces:R:3:lowdin_charge:R:1
O 0.0263 2.8815 0.7411 -0.3 -2.7 -0.1 0.092
C -0.1236 1.7009 0.3863 -1.5 5.0 -0.5 -0.384
O 0.7793 0.8304 0.2280 1.2 -1.9 -0.3 0.254
B 0.1099 -0.4005 -0.2644 0.4 -1.8 -0.5 -0.905
O -1.2377 -0.0558 -0.7199 0.4 1.5 0.7 0.205
C -1.4373 1.1983 -0.3048 -2.6 1.1 -0.4 -0.330
O -2.4595 1.8571 -0.5095 2.4 -1.4 0.7 0.099
O 0.0524 -1.3490 0.8505 0.9 -1.8 0.5 0.194
C 0.6728 -2.5261 0.5445 -1.0 1.3 -0.8 -0.336
O 0.8518 -3.4851 1.2349 -0.3 0.5 0.1 0.136
C 1.0716 -2.3964 -0.9632 1.7 -0.5 -1.4 -0.308
O 0.7951 -1.1334 -1.3710 0.3 -1.0 0.9 0.205
O 1.6522 -3.2573 -1.6267 -1.6 2.0 1.5 0.107
C -2.0606 -4.0439 3.3620 0.8 -0.4 0.1 0.045
N -2.4283 -4.3488 1.9834 -1.6 -0.7 -1.9 -0.428
O -2.7070 -3.4446 1.1952 0.6 -0.4 1.1 0.050
O -2.4890 -5.5346 1.6824 0.3 0.6 0.2 0.063
H -2.7028 -3.2592 3.7620 0.4 -0.1 -0.1 0.093
H -1.0046 -3.8029 3.2397 0.0 0.6 0.5 0.091
H -2.0919 -4.9934 3.8964 -0.3 0.3 0.1 0.102
C -0.1288 5.0834 -2.6462 0.0 -0.7 0.7 -0.118
O 0.8745 5.7313 -1.9048 -0.9 1.4 0.7 -0.190
C 0.3906 6.1002 -0.5797 1.9 0.6 -0.6 -0.157
C -0.2562 7.5281 -0.4635 -0.3 -1.4 0.6 -0.133
O -0.4982 7.7597 0.9437 0.8 -0.6 0.1 -0.224
C -0.6542 9.1031 1.2703 -0.4 1.0 -0.8 -0.127
H -1.1132 5.5331 -2.5160 -0.1 0.3 -0.3 0.086
H -0.1956 4.1067 -2.1668 -0.3 -0.6 -0.5 0.075
H 0.1664 5.0089 -3.6928 -0.1 0.0 0.1 0.091
H 1.3645 6.1540 -0.0931 -0.2 0.2 0.7 0.115
H -0.1352 5.2717 -0.1052 -0.5 0.1 -0.1 0.095
H -1.2375 7.5775 -0.9354 0.0 0.1 -0.5 0.105
H 0.4337 8.2630 -0.8784 0.0 0.1 0.0 0.126
H -1.4171 9.5269 0.6172 -0.4 0.3 0.0 0.074
H 0.2287 9.7186 1.0981 0.5 -0.2 -0.1 0.086
H -0.9520 9.3103 2.2982 -0.1 -0.7 0.1 0.083
C 0.7932 -9.6734 -4.3776 0.5 -1.2 0.5 -0.099
O 1.7985 -8.8092 -4.8562 0.5 -0.8 -0.3 -0.184
C 1.3941 -7.5482 -5.2598 -1.3 0.9 0.7 -0.238
C 2.6056 -6.6676 -5.4736 0.4 0.3 -0.4 -0.183
O 2.3320 -5.2800 -5.6619 0.5 -1.3 -1.6 -0.180
C 2.2816 -4.5029 -4.5163 -0.9 -0.3 0.8 -0.127
H -0.2081 -9.6573 -4.8081 0.0 0.9 -0.2 0.092
H 0.7701 -9.6494 -3.2881 -0.4 0.4 0.1 0.080
H 1.1191 -10.6911 -4.5925 0.3 -0.1 -0.2 0.080
H 0.7386 -7.1239 -4.4993 -0.1 0.3 0.3 0.123
H 0.7646 -7.6173 -6.1470 0.1 0.1 -0.4 0.128
H 3.0746 -7.0674 -6.3727 0.2 0.4 -0.2 0.126
H 3.3395 -6.8053 -4.6796 -0.1 0.0 0.3 0.112
H 1.4185 -4.8472 -3.9464 -0.1 0.4 0.5 0.073
H 2.1105 -3.4707 -4.8219 0.2 -0.1 0.1 0.097
H 3.1580 -4.6172 -3.8784 0.3 0.2 0.0 0.081
C -2.9975 -4.6774 -5.5648 0.1 0.3 0.9 -0.094
O -3.0687 -4.1401 -4.2087 0.4 -0.1 -1.4 -0.187
C -2.2950 -2.9275 -4.0082 -1.2 -0.6 0.5 -0.158
C -2.7181 -2.2976 -2.6484 -0.6 -1.1 -0.3 -0.153
O -4.1354 -2.0249 -2.6133 0.4 -0.9 -1.8 -0.195
C -4.5780 -1.2933 -1.5141 1.1 0.5 -0.1 -0.115
H -3.4421 -3.9762 -6.2710 -0.2 -0.1 0.0 0.077
H -3.4471 -5.6692 -5.6139 -0.8 0.3 0.5 0.078
H -2.0177 -4.9520 -5.9555 0.8 0.7 0.5 0.070
H -2.4586 -2.1903 -4.7942 -0.2 0.0 -0.3 0.106
H -1.2517 -3.2416 -4.0388 0.3 0.4 0.4 0.116
H -2.1118 -1.4192 -2.4273 -0.1 0.2 -0.1 0.103
H -2.5482 -3.0547 -1.8828 0.3 0.0 0.3 0.123
H -5.6599 -1.1625 -1.5371 0.0 -0.3 -0.1 0.084
H -4.0924 -0.3254 -1.6382 -0.2 0.5 0.8 0.069
H -4.2497 -1.7712 -0.5911 -0.1 0.1 0.3 0.080
C 2.7175 -6.1761 -0.6288 -0.2 -0.2 -0.1 -0.096
O 3.0347 -7.5574 -0.6156 -0.9 0.1 0.4 -0.193
C 3.3376 -8.0177 -1.9129 1.0 -1.6 1.3 -0.176
C 3.4104 -9.5912 -1.8499 -0.2 1.3 -0.4 -0.182
O 2.2089 -10.1934 -1.4460 -0.5 1.2 0.0 -0.196
C 2.2105 -11.5614 -1.6523 -0.6 -0.3 0.4 -0.138
H 1.8772 -6.0290 -1.3073 0.0 0.4 -0.1 0.084
H 3.5838 -5.5949 -0.9451 0.1 0.3 -0.2 0.087
H 2.4152 -5.8282 0.3589 0.1 -0.3 0.0 0.078
H 4.3672 -7.6749 -2.0160 0.4 -0.1 -1.0 0.122
H 2.7232 -7.6115 -2.7164 -0.4 -0.2 0.2 0.096
H 4.1953 -9.8784 -1.1501 0.3 0.1 0.1 0.121
H 3.6571 -9.9720 -2.8410 0.3 0.1 -0.3 0.117
H 1.2426 -11.9215 -1.3033 0.0 -0.1 0.1 0.093
H 2.9954 -12.0224 -1.0528 0.2 -0.4 -0.2 0.090
H 2.2745 -11.8212 -2.7089 0.4 -0.1 -0.2 0.078
C -3.8280 1.9947 6.6460 -1.2 -1.2 0.1 -0.113
O -4.6401 2.1302 5.4682 1.9 1.1 -0.5 -0.172
C -3.8389 2.6067 4.3421 -1.1 -1.1 -0.8 -0.151
C -3.1965 1.5160 3.4439 -0.1 -0.7 0.6 -0.174
O -4.0940 0.4836 3.0165 -0.9 1.5 0.6 -0.168
C -3.4852 -0.6242 2.4624 0.9 -0.9 0.3 -0.126
H -4.5477 1.8863 7.4575 0.0 -0.2 0.1 0.081
H -3.1518 2.7821 6.9789 0.0 0.6 -0.8 0.083
H -3.2684 1.0624 6.5699 0.3 -0.1 0.1 0.080
H -3.0512 3.2692 4.7010 0.0 0.2 -0.2 0.107
H -4.5079 3.1145 3.6474 -0.3 0.5 0.5 0.113
H -2.3720 1.1121 4.0314 0.3 -0.6 -0.1 0.096
H -2.7902 1.9482 2.5295 0.3 0.5 0.0 0.116
H -4.1834 -1.3523 2.0495 -0.4 0.5 0.0 0.086
H -2.9604 -1.1558 3.2561 0.3 -0.2 0.2 0.060
H -2.7331 -0.4197 1.7003 0.0 0.3 -0.3 0.084
C 2.4249 5.5460 4.7169 -0.3 0.6 -1.3 -0.103
O 1.1123 5.0836 4.3456 1.2 0.0 0.7 -0.194
C 0.6627 5.4734 3.0483 -1.3 -0.3 1.2 -0.171
C -0.8717 5.1383 3.0089 0.6 -0.1 -2.1 -0.209
O -1.6762 5.5227 4.0795 -0.2 1.1 1.0 -0.169
C -1.7253 6.9518 4.3058 0.7 -0.5 0.0 -0.071
H 3.2300 5.3228 4.0168 -0.2 -0.7 -0.7 0.071
H 2.8231 5.1737 5.6608 -0.9 0.0 0.2 0.083
H 2.4228 6.6340 4.6513 -0.1 0.3 0.7 0.078
H 1.2459 4.9406 2.2972 -0.3 -0.1 -0.3 0.105
H 0.7155 6.5459 2.8613 0.6 0.2 0.2 0.098
H -1.0595 4.1085 2.7052 0.2 -0.5 1.1 0.101
H -1.2803 5.5950 2.1075 0.3 0.7 -0.3 0.095
H -2.1968 7.5467 3.5235 -0.4 -0.5 -0.4 0.071
H -0.7232 7.3755 4.3716 0.3 -0.2 0.2 0.078
H -2.2155 7.1683 5.2549 -0.1 -0.4 -0.1 0.088
C 6.2562 -6.1819 1.5812 -0.1 0.5 -1.8 -0.103
O 5.6193 -4.9167 1.7450 0.0 -1.2 0.2 -0.203
C 4.4781 -5.0701 2.5778 0.5 2.9 0.8 -0.170
C 3.6976 -3.6698 2.4999 0.1 -2.7 0.6 -0.204
O 4.5029 -2.5811 2.8133 0.6 0.4 -0.1 -0.159
C 3.9398 -1.3763 2.3041 0.3 -0.8 -0.5 -0.066
H 5.5625 -6.7587 0.9695 0.0 -0.7 0.3 0.079
H 6.6205 -6.7377 2.4452 -0.5 0.3 0.6 0.086
H 7.1239 -6.0265 0.9399 0.1 0.2 0.0 0.081
H 4.9023 -5.2335 3.5685 -0.3 0.2 0.6 0.114
H 3.8366 -5.9385 2.4272 -0.2 0.1 -0.9 0.115
H 2.8901 -3.7351 3.2292 -0.4 0.0 0.1 0.120
H 3.2086 -3.6490 1.5260 0.3 0.4 -0.3 0.095
H 4.4708 -0.5025 2.6817 -0.4 -0.2 0.6 0.080
H 2.8623 -1.4093 2.4656 -0.1 0.6 0.3 0.082
H 4.1001 -1.3603 1.2261 -0.1 0.0 -0.4 0.066
C 0.0273 -1.1437 4.5369 -0.9 -0.1 0.1 -0.140
O 1.0447 -0.2805 4.9081 0.6 1.9 -1.3 -0.168
C 1.1742 0.8388 3.9340 2.3 -1.0 1.9 -0.126
C 2.2105 1.7976 4.5405 0.3 -0.4 0.3 -0.184
O 3.4772 1.1907 4.8621 0.1 0.2 -0.4 -0.190
C 4.4953 2.1257 5.2700 -0.7 -0.9 0.2 -0.097
H -0.0951 -1.9105 5.3019 0.2 -0.1 0.1 0.091
H 0.1709 -1.6191 3.5666 0.2 0.0 -0.2 0.069
H -0.8998 -0.5710 4.5117 -0.5 -0.1 -0.2 0.063
H 0.2700 1.4259 3.7734 -0.3 -0.3 0.0 0.122
H 1.6359 0.4869 3.0115 -0.6 -0.4 -0.3 0.105
H 1.7784 2.1803 5.4652 0.0 0.6 0.0 0.128
H 2.4138 2.5484 3.7769 -0.3 0.6 0.2 0.112
H 4.4102 2.3508 6.3331 -0.3 0.3 0.2 0.081
H 4.4795 3.0512 4.6945 0.0 0.0 -0.2 0.073
H 5.4649 1.6349 5.1856 -0.1 -0.1 -0.4 0.072
C -4.3867 -0.3175 -6.7238 0.3 1.0 1.2 -0.089
O -5.0695 0.9345 -6.6084 0.2 0.6 -0.1 -0.189
C -5.4432 1.4219 -5.3253 -0.2 -0.3 0.9 -0.178
C -4.3685 1.6247 -4.1953 -0.3 -1.2 -1.5 -0.208
O -3.2255 2.2737 -4.6813 0.4 -0.5 -0.1 -0.174
C -2.1520 2.2189 -3.7236 -1.1 1.4 -0.6 -0.069
H -3.3134 -0.1276 -6.7254 0.2 0.0 -0.4 0.082
H -4.7006 -0.8193 -7.6390 -0.1 0.0 0.2 0.086
H -4.5187 -0.9089 -5.8177 -0.5 -0.5 -0.1 0.075
H -6.1800 0.7179 -4.9385 0.0 -0.4 0.5 0.111
H -6.0622 2.3143 -5.4175 0.5 0.3 -0.7 0.115
H -4.1426 0.6090 -3.8708 0.5 -0.3 0.2 0.096
H -4.7851 2.1024 -3.3085 -0.3 0.4 0.0 0.116
H -2.5616 2.7646 -2.8736 0.5 -0.3 0.6 0.069
H -1.3588 2.8344 -4.1479 0.2 -0.3 0.0 0.082
H -1.8203 1.2125 -3.4681 -0.1 -0.1 0.0 0.090
C 3.2269 3.2229 0.1678 -0.4 0.0 0.1 -0.129
O 4.5654 3.3846 -0.1824 1.4 -0.6 0.5 -0.182
C 5.2649 2.1236 -0.3425 0.2 1.5 0.0 -0.143
C 5.8152 1.4554 0.9405 -0.4 -0.1 -0.7 -0.176
O 7.0403 2.0529 1.3680 -0.3 0.0 -1.1 -0.173
C 7.4798 1.8063 2.6778 -0.7 0.4 0.1 -0.106
H 3.0519 2.4962 0.9611 0.1 -0.3 0.1 0.073
H 2.6655 2.9158 -0.7146 -0.4 0.0 0.0 0.091
H 2.8585 4.1666 0.5700 -0.1 0.1 -0.3 0.075
H 6.1119 2.3614 -0.9860 0.2 0.0 0.2 0.126
H 4.6195 1.5212 -0.9817 -0.1 -0.8 0.5 0.116
H 5.9343 0.4132 0.6443 0.5 -0.3 0.1 0.099
H 5.0566 1.4045 1.7216 -0.1 0.5 0.4 0.102
H 6.7160 2.2004 3.3482 0.0 -0.1 0.4 0.062
H 8.3858 2.3900 2.8411 0.0 -0.1 -0.2 0.088
H 7.6662 0.7581 2.9116 0.0 -0.2 -0.1 0.087
C -3.3180 9.9425 -2.0984 -0.9 0.0 1.1 -0.109
O -3.5674 8.6647 -1.5593 0.4 -0.8 0.4 -0.205
C -4.4071 8.6425 -0.4008 0.2 -0.8 0.2 -0.181
C -4.1422 7.3520 0.4080 1.1 -0.7 -1.5 -0.185
O -4.4064 6.2771 -0.4961 0.0 -0.9 0.4 -0.192
C -3.6894 5.0321 -0.2266 -0.4 1.5 0.2 -0.054
H -2.9948 10.5747 -1.2714 0.3 0.5 -0.1 0.072
H -4.2764 10.3327 -2.4409 0.1 0.4 -0.5 0.084
H -2.5693 9.9257 -2.8903 -0.2 -0.3 0.1 0.091
H -5.4566 8.6163 -0.6940 -0.2 0.1 -0.2 0.122
H -4.2518 9.5160 0.2324 0.2 0.2 0.1 0.114
H -4.6684 7.2522 1.3573 -0.6 0.3 -0.1 0.124
H -3.0867 7.2416 0.6568 0.4 0.6 0.2 0.094
H -3.8262 4.7201 0.8088 -0.5 -0.3 0.0 0.083
H -2.6104 5.1695 -0.2962 0.2 0.2 -0.5 0.067
H -4.0452 4.3067 -0.9583 0.1 0.1 0.3 0.073
C -9.9317 -0.1882 -0.0743 0.0 -0.6 -0.3 -0.137
O -10.1062 1.1600 0.1966 0.9 0.5 -0.5 -0.181
C -9.4543 2.0419 -0.7354 0.1 0.5 0.6 -0.156
C -7.9089 1.9090 -0.9200 0.0 -0.6 1.1 -0.206
O -7.2895 2.3246 0.2782 0.8 -0.5 0.5 -0.183
C -5.8805 1.9681 0.3686 -0.9 1.3 -1.0 -0.053
H -10.4011 -0.7483 0.7345 0.1 0.0 -0.1 0.091
H -8.8876 -0.4809 -0.1845 0.2 0.0 0.4 0.074
H -10.3895 -0.4534 -1.0273 -0.4 -0.2 -0.2 0.084
H -9.7314 2.9747 -0.2442 0.7 0.4 -0.4 0.124
H -9.9685 2.0630 -1.6963 0.0 -0.5 -0.3 0.114
H -7.4360 2.3983 -1.7715 -0.7 0.8 -0.3 0.117
H -7.5688 0.8892 -1.1000 -0.5 -0.6 0.0 0.092
H -5.6180 0.9448 0.1004 -0.5 -0.5 0.7 0.074
H -5.5350 2.3225 1.3398 0.0 -0.5 -0.1 0.085
H -5.3634 2.5180 -0.4178 0.3 0.4 0.0 0.058
C 4.5036 -1.6443 -1.9998 1.2 -0.6 0.3 -0.055
O 5.9263 -1.6865 -1.6272 -1.1 0.6 -1.0 -0.178
C 6.2708 -2.5999 -0.6169 -0.5 1.2 1.4 -0.203
C 7.5809 -2.2354 0.0969 0.1 -1.0 0.2 -0.199
O 8.7160 -2.5886 -0.6259 2.1 -1.3 -1.4 -0.191
C 9.9716 -2.9098 0.0345 -1.5 0.4 0.2 -0.083
H 4.3314 -0.8497 -2.7257 0.5 -0.3 -0.3 0.089
H 3.7875 -1.4089 -1.2124 0.4 -0.1 0.8 0.060
H 4.2288 -2.6291 -2.3776 -0.2 0.1 -0.3 0.071
H 6.1918 -3.6649 -0.8353 0.3 -0.1 -0.6 0.127
H 5.5400 -2.4480 0.1774 -0.2 -0.2 0.4 0.089
H 7.5863 -2.8783 0.9771 -0.3 0.3 0.6 0.118
H 7.6735 -1.1797 0.3518 -0.5 0.2 0.2 0.121
H 10.3381 -1.9895 0.4892 0.6 0.0 -0.2 0.081
H 10.6521 -3.4260 -0.6426 -0.1 0.8 -0.6 0.080
H 9.9388 -3.6514 0.8326 -0.9 -0.1 0.4 0.071
```
Forces are in eV/Å.

The value obtained for the energy is -5039.3536 Eh. The net charge is -1. The calculation puts the max |F| at 5.25 eV/Å. Its frontier orbital gap is 9.49 eV. The calculation puts the energy above the lowest of the compared OMol25 structures with the same formula, charge and spin at 0.0 kJ/mol. The LUMO energy comes out at 1.90 eV. Its HOMO energy is -7.59 eV.